{"formula": "C37H52CrF3N12OPSSe", "method": "wB97M-V/def2-TZVPD", "gap_ev": [6.3, 6.2], "relative_energy_kcal_mol": 11.1, "spin_multiplicity": 4, "energy_ha": -6658.43284, "total_charge": 1, "homo_ev": [-9.5989, -9.6012], "e_lumo_ev": [-3.33, -3.35], "s_squared": 3.7724, "species": ["Cr", "F", "C", "F", "F", "C", "C", "C", "C", "N", "C", "S", "H", "H", "H", "Se", "N", "C", "C", "C", "C", "C", "N", "C", "C", "N", "C", "C", "C", "C", "C", "N", "H", "H", "H", "H", "H", "H", "C", "N", "C", "C", "C", "O", "H", "H", "H", "H", "H", "H", "H", "H", "H", "N", "N", "H", "H", "H", "H", "N", "P", "N", "C", "C", "C", "C", "C", "N", "C", "C", "C", "C", "C", "N", "C", "C", "C", "C", "C", "H", "H", "H", "H", "H", "H", "H", "H", "H", "H", "H", "H", "H", "H", "H", "H", "H", "H", "H", "H", "H", "H", "H", "H", "H", "H", "H", "H", "H", "H"], "xyz": [[-0.1409, 0.4073, -1.3002], [-6.0096, 0.5279, -2.4118], [-5.7844, 1.4975, -1.5495], [-6.6283, 1.3064, -0.5050], [-6.1713, 2.6590, -2.1332], [-4.3678, 1.6459, -1.0227], [-4.2842, 2.5609, 0.0025], [-3.0702, 2.8348, 0.6191], [-1.9810, 2.1587, 0.1540], [-2.0274, 1.2823, -0.8658], [-3.2025, 0.9697, -1.4971], [-3.1641, -0.1626, -2.7897], [-5.1862, 3.0592, 0.3377], [-2.9841, 3.5281, 1.4441], [-1.0125, 2.2816, 0.6123], [3.7113, -1.7316, -7.5224], [2.1571, -0.8986, -7.2990], [2.0400, -0.6858, -6.0200], [0.8893, 0.0048, -5.4197], [-0.1398, 0.6027, -6.1610], [-1.1229, 1.2890, -5.4987], [-1.0964, 1.3405, -4.1021], [-0.1433, 0.7508, -3.3971], [0.8432, 0.1146, -4.0494], [1.9449, -0.3834, -3.1959], [1.7963, -0.1777, -1.8757], [2.7993, -0.4516, -1.0608], [3.9971, -0.9947, -1.5220], [4.1299, -1.2703, -2.8608], [3.0821, -0.9496, -3.7309], [3.1283, -1.1504, -5.1875], [4.1209, -1.7355, -5.7924], [-0.1342, 0.5203, -7.2424], [-1.9316, 1.7725, -6.0308], [-1.8601, 1.8636, -3.5438], [2.6142, -0.2309, -0.0183], [4.7939, -1.2068, -0.8207], [5.0349, -1.7141, -3.2620], [-0.4499, 4.9047, -1.5962], [0.9676, 4.5428, -1.4887], [1.9274, 5.6535, -1.5489], [1.3375, 3.2707, -1.3524], [2.7985, 2.9263, -1.3268], [0.4744, 2.3800, -1.2343], [-0.6201, 5.4256, -2.5386], [-0.7268, 5.5665, -0.7757], [-1.0658, 4.0159, -1.5549], [1.3686, 6.5805, -1.4635], [2.4679, 5.6716, -2.4940], [2.6354, 5.6165, -0.7258], [3.4572, 3.7507, -1.5748], [2.9662, 2.1173, -2.0349], [3.0492, 2.5557, -0.3302], [-1.6280, -2.5146, -1.3821], [-0.3917, -1.8179, -1.5869], [-1.6351, -3.3631, -1.9317], [-2.3578, -1.8885, -1.7267], [0.0790, -2.1322, -2.4287], [0.2002, -2.0219, -0.7872], [0.0536, -0.0567, 0.4841], [0.0408, -0.9162, 1.7548], [-1.4870, -1.2670, 2.2775], [-2.6637, -1.0378, 1.4060], [-3.8418, -1.8494, 1.9174], [-4.2657, -1.3750, 3.3156], [-3.0459, -0.9081, 4.1328], [-1.7905, -1.6317, 3.6711], [0.7630, -2.4280, 1.6453], [0.0421, -3.6754, 1.9827], [0.5805, -4.8224, 1.1418], [2.0625, -5.1045, 1.4401], [2.7783, -3.8192, 1.8834], [2.1503, -2.6052, 1.2115], [0.7490, -0.1984, 3.0809], [2.0658, -0.5346, 3.6218], [2.2388, 0.1077, 4.9908], [2.2244, 1.6443, 4.8834], [1.3720, 2.1024, 3.6894], [0.2243, 1.1304, 3.4502], [-2.4219, -1.3226, 0.3872], [-2.9363, 0.0212, 1.4023], [-3.5588, -2.9071, 1.9415], [-4.6683, -1.7631, 1.2098], [-4.7811, -2.1832, 3.8393], [-4.9826, -0.5557, 3.2245], [-3.2022, -1.0817, 5.1982], [-2.8888, 0.1671, 4.0036], [-1.9471, -2.7150, 3.7626], [-0.9321, -1.3825, 4.2933], [-1.0132, -3.5298, 1.7769], [0.1419, -3.9208, 3.0493], [0.4391, -4.5660, 0.0873], [-0.0229, -5.7109, 1.3280], [2.5491, -5.5148, 0.5516], [2.1515, -5.8630, 2.2194], [3.8433, -3.8650, 1.6462], [2.7007, -3.6964, 2.9671], [2.2208, -2.7476, 0.1187], [2.7229, -1.7116, 1.4458], [2.8833, -0.1812, 2.9685], [2.1550, -1.6166, 3.6940], [3.1674, -0.2386, 5.4470], [1.4224, -0.2360, 5.6322], [3.2432, 2.0255, 4.7824], [1.8239, 2.0703, 5.8048], [1.9791, 2.1399, 2.7784], [0.9847, 3.1091, 3.8570], [-0.4227, 1.4875, 2.6493], [-0.3945, 1.0595, 4.3547]]}

=====

{"formula": "C37H52N10PS2Sr", "method": "wB97M-V/def2-TZVPD", "gap_ev": 5.6, "relative_energy_kcal_mol": 0.0, "energy_ha": -3157.23950, "total_charge": -1, "homo_ev": -3.1674, "e_lumo_ev": 2.46, "species": ["Sr", "C", "C", "C", "C", "C", "C", "C", "C", "C", "C", "C", "C", "H", "H", "H", "H", "H", "H", "H", "H", "H", "H", "H", "H", "H", "H", "H", "H", "H", "H", "N", "C", "S", "N", "N", "C", "C", "C", "C", "C", "C", "N", "H", "H", "H", "H", "H", "H", "H", "C", "N", "C", "C", "N", "C", "S", "H", "H", "H", "H", "H", "H", "C", "N", "C", "N", "C", "N", "C", "P", "C", "C", "H", "H", "H", "H", "H", "H", "H", "H", "H", "H", "H", "H", "C", "C", "C", "C", "C", "C", "C", "C", "N", "H", "H", "H", "H", "H", "H", "H", "H", "H"], "xyz": [[-0.1576, -0.6794, -1.1543], [-2.1894, -1.3089, -5.1048], [-2.5159, -0.5549, -3.8388], [-2.1739, 0.8015, -3.7317], [-1.5467, 1.4840, -4.9250], [-2.4415, 1.5060, -2.5487], [-1.9654, 2.9318, -2.3734], [-3.1440, 0.8757, -1.5076], [-3.5263, 1.6517, -0.2669], [-3.4967, -0.4747, -1.6217], [-4.2180, -1.1909, -0.5066], [-3.1700, -1.1947, -2.7799], [-3.5304, -2.6588, -2.8654], [-1.2933, -0.9184, -5.5807], [-3.0114, -1.2396, -5.8255], [-1.9965, -2.3591, -4.9063], [-0.4777, 1.2647, -4.9968], [-1.6719, 2.5628, -4.8924], [-2.0079, 1.1353, -5.8484], [-2.7826, 3.6512, -2.4834], [-1.1896, 3.1923, -3.0861], [-1.5277, 3.0790, -1.3864], [-2.9469, 1.3287, 0.6019], [-4.5806, 1.5064, -0.0259], [-3.3668, 2.7190, -0.3875], [-4.2836, -0.5859, 0.3909], [-3.7046, -2.1180, -0.2433], [-5.2381, -1.4533, -0.8022], [-3.6548, -2.9862, -3.8939], [-4.4614, -2.8701, -2.3420], [-2.7500, -3.2780, -2.4111], [1.4296, -4.4865, 1.5411], [1.1389, -3.3641, 0.7153], [-0.3208, -3.5497, -0.2858], [1.9643, -2.3894, 0.7686], [1.8270, -1.3709, -0.1676], [2.4939, -0.2116, 0.2276], [2.3746, 1.0241, -0.5879], [3.5365, 1.9350, -0.6384], [3.6128, 2.8969, -1.5823], [2.6045, 3.0163, -2.5874], [1.6283, 2.0468, -2.5886], [1.5052, 1.0451, -1.7187], [0.5853, -4.9268, 1.8790], [2.0444, -4.2145, 2.2988], [3.4551, -0.3339, 0.7266], [4.3110, 1.8201, 0.1113], [4.4682, 3.5652, -1.5919], [2.6427, 3.7713, -3.3593], [0.8933, 2.0410, -3.3932], [3.6964, -0.7381, -3.9604], [3.3675, -1.9353, -3.2117], [4.2311, -2.6158, -2.3684], [3.5207, -3.5944, -1.7757], [2.2433, -3.5164, -2.2761], [2.1317, -2.4685, -3.1133], [0.7139, -1.9655, -3.9161], [4.7636, -0.7469, -4.1763], [3.4398, 0.1493, -3.3854], [3.1292, -0.7366, -4.8886], [5.2581, -2.3202, -2.2563], [3.7905, -4.3051, -1.0169], [1.4059, -3.9184, -1.8455], [-2.7062, 0.2720, 4.7308], [-1.3455, 0.6866, 4.4232], [-0.4209, -0.3207, 4.9406], [-0.6940, -1.6765, 4.4667], [-2.0784, -2.0094, 4.7728], [-3.0564, -1.0599, 4.2397], [-3.0772, -1.0858, 2.7724], [-1.4395, -0.6717, 1.9702], [-1.1542, 0.8691, 2.9806], [-0.4260, -1.8079, 3.0315], [-3.4043, 0.9997, 4.3089], [-2.8229, 0.2682, 5.8183], [-0.4993, -0.3218, 6.0316], [0.5962, -0.0409, 4.6601], [-2.1936, -2.0286, 5.8604], [-2.3001, -3.0041, 4.3799], [-3.8348, -0.3716, 2.4354], [-3.3959, -2.0769, 2.4384], [-1.8231, 1.6629, 2.6327], [-0.1364, 1.2151, 2.8006], [0.6289, -1.6226, 2.8277], [-0.6269, -2.8320, 2.7105], [3.0789, -0.0370, 3.3003], [2.6457, 1.3809, 3.0148], [2.8745, 2.3383, 4.0018], [2.4661, 3.6531, 3.8600], [1.7846, 4.0204, 2.7092], [1.5358, 3.0999, 1.7031], [0.7314, 3.4813, 0.4944], [1.9854, 1.7697, 1.8308], [1.6238, 0.9087, 0.7861], [3.0817, -0.2109, 4.3791], [4.0918, -0.2308, 2.9383], [2.4416, -0.7817, 2.8282], [3.3744, 2.0273, 4.9138], [2.6525, 4.3746, 4.6457], [1.4259, 5.0373, 2.5896], [0.3184, 4.4855, 0.6069], [-0.0906, 2.7699, 0.3570], [1.3230, 3.4485, -0.4245]]}

=====

{"formula": "C37H53AsN5RuSSi2Te", "method": "wB97M-V/def2-TZVPD", "gap_ev": [6.2, 5.9], "relative_energy_kcal_mol": 52.5, "spin_multiplicity": 2, "energy_ha": -5291.30301, "homo_ev": [-6.8853, -6.8740], "e_lumo_ev": [-0.68, -0.99], "s_squared": 0.7665, "species": ["Ru", "C", "C", "N", "C", "S", "N", "N", "C", "C", "C", "C", "C", "C", "C", "N", "H", "H", "H", "H", "H", "H", "H", "H", "H", "H", "H", "H", "H", "C", "N", "C", "C", "C", "C", "C", "C", "C", "C", "H", "H", "H", "H", "H", "H", "H", "H", "H", "H", "H", "H", "C", "Si", "C", "C", "As", "Si", "C", "C", "C", "H", "H", "H", "H", "H", "H", "H", "H", "H", "H", "H", "H", "H", "H", "H", "H", "H", "H", "Te", "C", "C", "C", "C", "C", "C", "C", "C", "C", "C", "C", "C", "H", "H", "H", "H", "H", "H", "H", "H", "H", "H"], "xyz": [[-0.1845, 0.2824, -0.9595], [-2.0958, 3.4480, 3.8899], [-0.7709, 2.7141, 4.0724], [0.0664, 2.7755, 2.8856], [-0.0547, 1.8893, 1.8695], [0.8019, 2.2977, 0.4201], [-0.7498, 0.8011, 2.0719], [-0.7634, -0.0825, 1.0835], [-1.6559, -1.0408, 1.1552], [-2.7126, -1.0434, 2.2147], [-1.5167, -2.1261, 0.2262], [-2.2892, -3.2962, 0.2959], [-1.9729, -4.3722, -0.4977], [-0.8965, -4.2777, -1.3799], [-0.2246, -3.0767, -1.4468], [-0.5229, -2.0236, -0.6933], [-2.7177, 3.3529, 4.7808], [-2.6379, 3.0333, 3.0384], [-1.9270, 4.5098, 3.7019], [-0.9489, 1.6631, 4.2878], [-0.2069, 3.1438, 4.9024], [0.3899, 3.6852, 2.6012], [-3.7010, -1.1903, 1.7749], [-2.6901, -0.0935, 2.7393], [-2.5479, -1.8426, 2.9429], [-3.1077, -3.3445, 1.0004], [-2.5393, -5.2919, -0.4352], [-0.5970, -5.1180, -1.9891], [0.6043, -2.9336, -2.1334], [0.8929, 5.3044, -1.7476], [0.2035, 4.7122, -2.8768], [0.9365, 4.9148, -4.1110], [-0.0932, 3.3081, -2.6504], [-1.3440, 3.0476, -1.8380], [-2.2988, 4.0518, -1.7260], [-3.4992, 3.8337, -1.0653], [-3.7801, 2.5792, -0.5573], [-2.8327, 1.5664, -0.6646], [-1.5905, 1.7825, -1.2663], [1.0310, 6.3729, -1.9209], [1.8831, 4.8451, -1.5790], [0.2989, 5.1645, -0.8449], [1.1480, 5.9782, -4.2306], [0.3315, 4.5843, -4.9563], [1.8955, 4.3684, -4.1346], [0.7542, 2.7894, -2.1776], [-0.2438, 2.8303, -3.6255], [-2.0770, 5.0164, -2.1663], [-4.2187, 4.6375, -0.9649], [-4.7335, 2.3840, -0.0782], [-3.0809, 0.5868, -0.2697], [-1.9660, -0.7033, -6.0129], [-1.3634, -1.5428, -4.4214], [-0.6726, -3.2139, -4.9985], [-2.8677, -1.7826, -3.2917], [0.0402, -0.0129, -3.3161], [2.2192, -0.2512, -4.1624], [3.2698, 1.0133, -3.2245], [2.8872, -2.0081, -3.9274], [2.2408, 0.1177, -6.0201], [-2.6241, -1.3698, -6.5745], [-1.1225, -0.4411, -6.6558], [-2.5133, 0.2128, -5.7848], [-1.4570, -3.7718, -5.5143], [-0.3055, -3.8290, -4.1765], [0.1476, -3.0667, -5.7046], [-3.7865, -1.9215, -3.8644], [-2.9921, -0.8978, -2.6609], [-2.7478, -2.6449, -2.6328], [2.8292, 1.1916, -2.2395], [3.3161, 1.9678, -3.7524], [4.2909, 0.6629, -3.0695], [2.7630, -2.3198, -2.8902], [3.9511, -2.0804, -4.1622], [2.3456, -2.7111, -4.5651], [1.7524, 1.0708, -6.2327], [1.7132, -0.6614, -6.5755], [3.2612, 0.1703, -6.4060], [2.1772, -0.9377, 0.2728], [4.1525, -1.3676, -0.4826], [4.4828, -2.6724, -0.8290], [5.7656, -2.9848, -1.2580], [6.7290, -1.9920, -1.3459], [6.4010, -0.6850, -1.0129], [5.1193, -0.3745, -0.5851], [3.1666, -0.0099, 1.9395], [3.6776, 1.2812, 1.9209], [4.3890, 1.7631, 3.0112], [4.6137, 0.9541, 4.1150], [4.1182, -0.3403, 4.1301], [3.3952, -0.8193, 3.0466], [3.7371, -3.4556, -0.7538], [6.0151, -4.0074, -1.5126], [7.7364, -2.2369, -1.6573], [7.1449, 0.0985, -1.0862], [4.8745, 0.6453, -0.3243], [3.5073, 1.9263, 1.0750], [4.7696, 2.7769, 2.9912], [5.1839, 1.3279, 4.9561], [4.2973, -0.9813, 4.9840], [3.0045, -1.8294, 3.0570]]}

=====

{"formula": "C37H53B2N12S5Ti", "method": "wB97M-V/def2-TZVPD", "gap_ev": [5.1, 5.5], "spin_multiplicity": 2, "energy_ha": -4989.11602, "homo_ev": [-5.8587, -5.8597], "e_lumo_ev": [-0.77, -0.41], "s_squared": 0.7524, "species": ["Ti", "C", "C", "N", "N", "C", "B", "N", "C", "C", "C", "N", "N", "C", "C", "C", "N", "H", "H", "H", "H", "H", "H", "H", "H", "H", "H", "C", "C", "C", "C", "N", "N", "B", "N", "N", "C", "C", "C", "C", "C", "C", "C", "C", "N", "N", "C", "C", "C", "C", "C", "C", "C", "C", "C", "C", "C", "C", "H", "H", "H", "H", "H", "H", "H", "H", "H", "H", "H", "H", "H", "H", "H", "H", "H", "H", "H", "H", "H", "H", "H", "H", "H", "H", "H", "H", "H", "H", "H", "H", "H", "H", "H", "H", "H", "H", "H", "H", "C", "S", "C", "C", "S", "S", "C", "S", "S", "H", "H", "H"], "xyz": [[0.1476, 0.5719, -0.0615], [-1.9671, 4.1997, -2.6360], [-0.8079, 3.9019, -1.9084], [-0.6853, 2.5920, -1.7142], [-1.7382, 2.0271, -2.3449], [-2.5225, 2.9688, -2.8994], [-1.6899, 0.5373, -2.7532], [-2.1367, -0.4072, -1.6159], [-3.0644, -1.3685, -1.6955], [-2.8456, -2.2920, -0.6856], [-1.7113, -1.8355, -0.0415], [-1.2970, -0.6805, -0.5843], [-0.1969, 0.2630, -3.0119], [0.3984, 0.1052, -4.1939], [1.7680, 0.1866, -4.0122], [1.9245, 0.3988, -2.6478], [0.7311, 0.4372, -2.0465], [-2.3222, 5.1675, -2.9447], [-0.0706, 4.5860, -1.5370], [-3.4110, 2.6956, -3.4438], [-2.3516, 0.3630, -3.7259], [-3.8133, -1.3425, -2.4676], [-3.4054, -3.1848, -0.4733], [-1.1794, -2.2556, 0.7899], [-0.1784, -0.0928, -5.0802], [2.5358, 0.0937, -4.7592], [2.8423, 0.5346, -2.0985], [5.0658, 1.5173, 0.7578], [4.0447, 0.4831, 0.4284], [4.2183, -0.7828, -0.0894], [2.9374, -1.3572, -0.1740], [2.0352, -0.4672, 0.2449], [2.7199, 0.6576, 0.6158], [2.0060, 1.6103, 1.5833], [1.2044, 0.7178, 2.5413], [0.0214, 0.1404, 2.1873], [-0.4816, -0.4096, 3.3045], [0.4394, -0.2428, 4.3526], [1.4872, 0.4792, 3.8346], [2.7300, 0.9454, 4.5136], [-1.8680, -0.9933, 3.5219], [-2.8946, -0.4299, 2.5259], [-1.8243, -2.5300, 3.5007], [-2.3409, -0.5873, 4.9306], [1.0066, 2.5788, 0.8494], [-0.3363, 2.3766, 1.0230], [-0.9109, 3.5587, 1.1335], [0.0684, 4.5675, 1.0139], [1.2581, 3.9165, 0.8053], [2.6115, 4.4707, 0.5323], [-2.3644, 3.7328, 1.4862], [-2.4831, 3.4031, 2.9846], [-3.2538, 2.7851, 0.6715], [-2.7971, 5.1803, 1.2440], [2.6605, -2.7810, -0.5882], [3.6748, -3.6945, 0.1168], [1.2483, -3.1915, -0.1750], [2.8155, -2.9133, -2.1103], [6.0618, 1.1165, 0.5864], [4.9880, 1.8212, 1.8019], [4.9355, 2.4065, 0.1405], [5.1572, -1.2397, -0.3493], [2.7831, 2.2729, 2.1949], [0.3438, -0.5885, 5.3667], [2.7728, 0.5283, 5.5168], [2.7464, 2.0338, 4.5868], [3.6159, 0.6290, 3.9617], [-2.4431, -0.2049, 1.5703], [-3.3201, 0.4961, 2.9150], [-3.7102, -1.1372, 2.3732], [-1.6038, -2.9376, 2.5178], [-2.7914, -2.9252, 3.8166], [-1.0647, -2.8951, 4.1937], [-2.2072, 0.4824, 5.0970], [-1.7965, -1.1287, 5.7051], [-3.3999, -0.8261, 5.0383], [-0.0859, 5.6319, 1.0327], [2.5352, 5.5237, 0.2708], [3.0725, 3.9297, -0.2950], [3.2658, 4.3798, 1.4016], [-2.1710, 2.3743, 3.1705], [-3.5161, 3.5261, 3.3150], [-1.8501, 4.0639, 3.5796], [-2.7936, 1.8006, 0.5859], [-3.4143, 3.1769, -0.3329], [-4.2246, 2.6743, 1.1566], [-2.2405, 5.8743, 1.8759], [-3.8564, 5.2985, 1.4743], [-2.6375, 5.4552, 0.2000], [3.6495, -3.5461, 1.1986], [4.6928, -3.5208, -0.2342], [3.4209, -4.7339, -0.0916], [1.0563, -2.9073, 0.8649], [1.1269, -4.2707, -0.2675], [0.5204, -2.7197, -0.8315], [3.7834, -2.5284, -2.4408], [2.0282, -2.3636, -2.6259], [2.7392, -3.9611, -2.4047], [-2.9121, -5.8755, -3.2585], [-1.2008, -6.4904, -3.2571], [-0.4453, -5.4718, -4.4721], [-0.2771, -4.1224, -4.3865], [-0.7904, -3.0775, -3.1548], [0.6024, -3.4444, -5.7797], [0.9153, -4.9157, -6.6439], [1.7510, -4.9740, -8.0568], [0.2304, -6.2973, -5.8697], [-3.4161, -6.3902, -2.4416], [-3.3882, -6.1107, -4.2076], [-2.8891, -4.8026, -3.0808]]}